{
  "formula": "C4H6F3N",
  "method": "ωB97M-V/def2-TZVPD",
  "symbols": ["N", "C", "C", "C", "F", "C", "F", "F", "H", "H", "H", "H", "H", "H"],
  "xyz": [[0.674, 0.108, 2.181], [-0.309, 0.279, 1.172], [-0.216, 1.487, 0.223], [0.415, 0.571, -0.828], [-0.019, 0.775, -2.130], [-0.119, -0.623, -0.076], [0.749, -1.660, 0.079], [-1.280, -0.995, -0.649], [0.603, 0.810, 2.878], [1.603, 0.149, 1.828], [-1.304, 0.175, 1.646], [0.376, 2.336, 0.617], [-1.186, 1.834, -0.122], [1.511, 0.585, -0.759]],
  "mulliken_charge": [-0.594, -0.169, -0.681, -0.124, -0.333, 0.782, -0.312, -0.295, 0.247, 0.222, 0.347, 0.312, 0.288, 0.310],
  "homo_energy_ha": -0.363,
  "gap_ev": 10.80
}

{
  "formula": "C31H29N10NaO3S",
  "method": "ωB97M-V/def2-TZVPD",
  "symbols": ["Na", "N", "C", "C", "N", "C", "C", "N", "H", "H", "H", "H", "H", "H", "H", "H", "H", "H", "H", "H", "H", "O", "C", "C", "C", "C", "C", "C", "C", "N", "N", "C", "O", "C", "C", "C", "C", "C", "C", "H", "H", "H", "H", "H", "H", "H", "H", "H", "H", "S", "N", "C", "C", "C", "C", "C", "N", "C", "C", "N", "C", "C", "C", "C", "C", "N", "H", "H", "H", "H", "H", "H", "O", "C", "N"],
  "xyz": [[-0.275, -0.760, 0.219], [-2.197, 2.592, -0.180], [-3.109, 1.451, -0.033], [-3.270, 1.046, 1.422], [-2.098, 0.395, 1.968], [-2.275, -0.028, 3.347], [-1.196, -0.987, 3.806], [0.123, -0.348, 3.931], [-2.443, 3.099, -1.022], [-1.252, 2.249, -0.379], [-2.797, 0.570, -0.606], [-4.097, 1.753, -0.395], [-4.095, 0.329, 1.500], [-3.561, 1.947, 1.998], [-1.269, 0.976, 1.882], [-3.236, -0.548, 3.410], [-2.339, 0.832, 4.045], [-1.155, -1.826, 3.107], [-1.495, -1.378, 4.787], [0.812, -1.066, 3.718], [0.255, 0.306, 3.162], [0.217, 1.187, -1.106], [1.077, 1.132, -2.046], [1.832, 2.291, -2.404], [2.869, 2.277, -3.313], [3.206, 1.102, -3.977], [2.424, -0.020, -3.737], [1.367, -0.050, -2.827], [0.570, -1.275, -2.812], [-0.345, -1.546, -1.966], [-1.050, -2.704, -2.188], [-1.947, -2.894, -1.220], [-2.182, -2.199, -0.207], [-2.786, -4.146, -1.421], [-3.675, -4.511, -0.415], [-4.470, -5.641, -0.544], [-4.389, -6.423, -1.688], [-3.503, -6.065, -2.698], [-2.707, -4.938, -2.565], [1.561, 3.209, -1.888], [3.427, 3.190, -3.504], [4.023, 1.070, -4.688], [2.627, -0.933, -4.293], [0.765, -1.982, -3.629], [-3.711, -3.881, 0.464], [-5.153, -5.916, 0.253], [-5.009, -7.308, -1.791], [-3.431, -6.673, -3.594], [-2.005, -4.645, -3.334], [5.155, 5.146, -0.748], [5.209, 3.527, -0.690], [4.097, 3.127, -0.102], [3.699, 1.758, 0.127], [4.453, 0.690, -0.371], [3.999, -0.586, -0.143], [2.827, -0.754, 0.597], [2.094, 0.247, 1.064], [2.503, 1.496, 0.813], [1.646, 2.614, 1.255], [0.511, 2.323, 1.905], [-0.281, 3.311, 2.274], [-0.005, 4.658, 2.048], [1.164, 4.977, 1.399], [2.011, 3.945, 0.994], [3.259, 4.206, 0.311], [3.747, 5.398, 0.021], [5.348, 0.893, -0.943], [4.515, -1.450, -0.538], [2.429, -1.741, 0.820], [-1.201, 3.021, 2.773], [-0.708, 5.417, 2.362], [1.442, 6.001, 1.185], [1.593, -4.416, 3.009], [1.146, -3.505, 2.338], [0.711, -2.613, 1.692]],
  "mulliken_charge": [0.672, -0.498, -0.483, -0.994, 1.195, -1.057, -0.359, -0.775, 0.268, 0.022, 0.140, 0.531, 0.455, 0.290, -0.671, 0.498, 0.290, 0.203, 0.396, 0.407, 0.160, -0.120, 0.173, -0.560, -0.324, -1.022, -0.544, 1.088, -1.399, 0.732, -0.886, 0.034, -0.706, 0.295, -0.431, -0.552, -0.342, -0.569, -0.138, 0.589, 0.381, 0.342, 0.311, 0.161, 0.406, 0.359, 0.340, 0.352, 0.415, 0.009, -0.727, 0.771, 0.687, -0.778, -1.018, -0.112, -0.093, -0.209, -0.099, -0.104, -0.119, -0.993, -0.796, 0.776, 1.167, -0.788, 0.461, 0.433, 0.275, 0.210, 0.423, 0.482, -0.802, 0.809, -0.942],
  "total_charge": -2,
  "homo_energy_ha": -0.050,
  "gap_ev": 5.01
}

{
  "formula": "C2H2ClO2",
  "method": "ωB97M-V/def2-TZVPD",
  "symbols": ["C", "C", "O", "O", "Cl", "H", "H"],
  "xyz": [[-1.997, 0.847, 1.118], [2.673, -1.018, -1.657], [2.839, -0.224, -2.450], [-0.827, 1.032, 0.891], [2.407, -2.106, -0.598], [-2.852, 1.508, 0.976], [-2.243, -0.039, 1.719]],
  "mulliken_charge": [-0.028, 0.824, -0.018, -0.411, 0.193, 0.245, 0.196],
  "total_charge": 1,
  "homo_energy_ha": -0.476,
  "gap_ev": 6.51
}

{
  "formula": "C25H48ClNO14S5",
  "method": "ωB97M-V/def2-TZVPD",
  "symbols": ["C", "C", "O", "O", "C", "C", "C", "C", "Cl", "O", "S", "O", "O", "O", "C", "C", "C", "N", "H", "H", "H", "H", "H", "H", "H", "H", "H", "H", "H", "H", "H", "H", "H", "H", "O", "S", "O", "C", "C", "C", "C", "H", "H", "H", "H", "H", "H", "H", "H", "O", "S", "O", "C", "C", "C", "C", "H", "H", "H", "H", "H", "H", "H", "H", "O", "S", "O", "C", "C", "C", "C", "H", "H", "H", "H", "H", "H", "H", "H", "O", "S", "O", "C", "C", "C", "C", "H", "H", "H", "H", "H", "H", "H", "H"],
  "xyz": [[9.055, -3.901, 0.302], [7.651, -3.267, 0.729], [7.212, -3.467, 1.883], [6.940, -2.501, -0.224], [5.555, -2.974, -0.321], [4.539, -2.174, 0.621], [3.078, -1.953, -0.034], [1.899, -2.692, 0.744], [1.930, -1.968, 2.456], [0.673, -2.093, 0.201], [-0.594, -3.060, 0.788], [-1.659, -2.836, -0.264], [-1.194, -2.713, 2.109], [0.247, -4.492, 0.653], [1.716, -4.279, 0.625], [2.172, -5.088, 1.951], [2.291, -4.757, -0.781], [2.028, -6.183, -1.100], [9.386, -3.350, -0.644], [8.962, -5.018, 0.126], [9.783, -3.672, 1.158], [5.544, -4.072, 0.023], [5.221, -2.997, -1.420], [5.002, -1.130, 0.773], [4.508, -2.675, 1.640], [2.863, -0.825, 0.057], [3.121, -2.168, -1.153], [3.275, -4.855, 2.095], [1.591, -4.694, 2.857], [1.946, -6.204, 1.873], [3.423, -4.614, -0.766], [1.879, -4.022, -1.568], [1.026, -6.404, -1.096], [2.436, -6.327, -2.039], [-5.738, 1.228, -2.667], [-6.366, 0.261, -1.794], [-7.757, -0.114, -1.934], [-5.368, -1.219, -1.778], [-4.366, -0.985, -0.655], [-5.167, -0.370, 0.494], [-6.048, 0.731, -0.098], [-4.899, -1.361, -2.751], [-6.025, -2.061, -1.550], [-3.875, -1.912, -0.357], [-3.593, -0.283, -0.983], [-5.798, -1.140, 0.952], [-4.515, 0.025, 1.276], [-6.995, 0.820, 0.436], [-5.534, 1.694, -0.105], [0.790, 2.070, -0.143], [2.144, 2.061, 0.361], [3.125, 1.091, -0.081], [2.827, 3.698, 0.177], [2.443, 4.412, 1.466], [2.690, 3.404, 2.590], [2.086, 2.069, 2.150], [2.421, 4.172, -0.714], [3.909, 3.599, 0.091], [3.024, 5.326, 1.606], [1.383, 4.686, 1.442], [3.768, 3.287, 2.744], [2.259, 3.738, 3.536], [2.657, 1.222, 2.534], [1.042, 1.982, 2.455], [-9.495, 0.775, 4.047], [-9.640, 0.744, 2.610], [-8.561, 0.343, 1.735], [-11.093, -0.209, 2.208], [-12.225, 0.810, 2.214], [-11.676, 2.046, 1.499], [-10.283, 2.324, 2.067], [-11.228, -1.007, 2.937], [-10.950, -0.631, 1.211], [-13.118, 0.420, 1.722], [-12.492, 1.067, 3.244], [-11.601, 1.843, 0.426], [-12.331, 2.910, 1.623], [-9.617, 2.745, 1.314], [-10.329, 2.985, 2.934], [4.157, 5.293, -1.971], [5.217, 4.328, -2.148], [5.680, 3.482, -1.071], [4.821, 3.304, -3.554], [5.415, 4.050, -4.742], [6.792, 4.535, -4.282], [6.620, 5.154, -2.893], [3.741, 3.173, -3.626], [5.309, 2.338, -3.412], [5.484, 3.410, -5.623], [4.787, 4.910, -4.997], [7.477, 3.683, -4.223], [7.223, 5.253, -4.982], [7.502, 5.000, -2.271], [6.390, 6.219, -2.955]],
  "mulliken_charge": [-0.896, 0.740, -0.508, -0.442, -0.585, -0.419, 0.057, 0.685, -0.188, -0.352, 1.161, -0.571, -0.596, -0.386, 0.996, -1.325, -0.365, -0.664, 0.278, 0.243, 0.297, 0.348, 0.352, 0.323, 0.352, -0.654, 0.550, 0.255, 0.348, 0.368, -0.095, 0.324, 0.268, 0.273, -0.681, 1.154, -0.666, -0.793, -0.334, -0.823, 0.018, 0.444, 0.368, 0.235, 0.244, 0.287, 0.421, -0.147, 0.380, -0.764, 1.254, -0.773, -0.326, -0.952, -0.722, -0.556, 0.629, -0.014, 0.339, 0.343, 0.298, 0.389, 0.250, 0.416, -0.670, 1.047, -0.653, -0.699, -0.571, -0.626, -0.606, 0.374, 0.366, 0.335, 0.299, 0.310, 0.315, 0.329, 0.352, -0.670, 1.303, -0.720, -0.709, -0.620, -0.581, -0.744, 0.386, 0.397, 0.358, 0.304, 0.294, 0.315, 0.340, 0.361],
  "homo_energy_ha": -0.350,
  "gap_ev": 9.86
}

{
  "formula": "GaH5OP",
  "method": "ωB97M-V/def2-TZVPD",
  "symbols": ["O", "P", "Ga", "H", "H", "H", "H", "H"],
  "xyz": [[1.937, -1.151, 0.776], [1.150, -0.137, -0.028], [-1.252, 0.042, 0.134], [1.471, -0.201, -1.426], [1.695, 1.185, 0.106], [-1.698, 0.557, -1.316], [-1.761, -1.424, 0.486], [-1.541, 1.130, 1.269]],
  "mulliken_charge": [-0.687, 0.165, 0.093, 0.012, 0.009, -0.195, -0.198, -0.200],
  "total_charge": -1,
  "homo_energy_ha": -0.158,
  "gap_ev": 8.55
}

{
  "formula": "C30H24Br2N2O2V",
  "method": "ωB97M-V/def2-TZVPD",
  "symbols": ["V", "C", "C", "C", "C", "C", "C", "Br", "C", "C", "Br", "C", "O", "C", "N", "H", "H", "H", "H", "H", "H", "N", "C", "C", "C", "C", "C", "C", "C", "C", "C", "C", "C", "C", "H", "H", "H", "H", "H", "H", "H", "H", "H", "H", "C", "C", "O", "C", "C", "C", "C", "C", "C", "H", "H", "H", "H", "H", "H", "H", "H"],
  "xyz": [[-0.208, 0.316, -0.502], [2.631, 2.886, -0.990], [2.814, 1.465, -0.648], [4.095, 0.964, -0.079], [4.312, -0.321, -0.360], [3.458, -1.158, -1.036], [3.667, -2.611, -1.196], [5.219, -3.538, -0.531], [2.685, -3.411, -1.743], [1.425, -2.864, -2.136], [0.205, -3.808, -3.146], [1.154, -1.512, -1.847], [-0.024, -1.001, -2.059], [2.178, -0.685, -1.282], [1.789, 0.568, -0.936], [2.778, 3.211, -2.027], [3.357, 3.426, -0.349], [1.646, 3.274, -0.646], [4.829, 1.572, 0.505], [5.106, -0.709, 0.250], [2.756, -4.562, -1.801], [-0.016, 1.206, 1.359], [-0.163, 2.707, 1.458], [0.672, 3.331, 2.316], [0.634, 4.687, 2.447], [-0.493, 5.362, 1.937], [-1.411, 4.717, 1.159], [-1.182, 3.393, 0.738], [-2.004, 2.808, -0.279], [-3.343, 3.197, -0.493], [-4.054, 2.582, -1.519], [-3.391, 1.726, -2.400], [-2.059, 1.216, -2.124], [-1.404, 1.755, -1.008], [-0.880, 0.768, 1.652], [0.659, 0.949, 2.049], [1.442, 2.879, 2.908], [1.284, 5.293, 3.056], [-0.576, 6.425, 2.291], [-2.407, 5.138, 0.841], [-3.906, 3.755, 0.316], [-5.134, 2.762, -1.752], [-3.829, 1.276, -3.280], [-1.683, 0.368, -2.720], [-3.376, -1.892, -0.155], [-1.959, -1.913, 0.419], [-1.403, -0.842, 0.792], [-1.270, -3.146, 0.793], [-1.821, -4.426, 0.550], [-1.156, -5.525, 1.106], [0.051, -5.383, 1.704], [0.739, -4.189, 1.735], [0.077, -3.088, 1.268], [-4.026, -1.975, 0.688], [-3.525, -2.677, -0.891], [-3.629, -0.968, -0.605], [-2.694, -4.626, 0.049], [-1.536, -6.501, 0.838], [0.443, -6.351, 2.009], [1.797, -4.171, 2.185], [0.661, -2.131, 1.125]],
  "mulliken_charge": [-0.168, -0.944, 0.664, -1.115, -0.624, 1.211, -0.563, -0.177, -0.302, -0.103, -0.105, 0.608, -0.715, 0.430, -0.071, 0.267, 0.362, 0.119, 0.374, 0.338, 0.313, 0.129, 0.813, -0.525, -0.990, -0.498, -1.190, 0.958, 0.577, -0.890, -0.740, -0.717, -0.450, 0.956, 0.456, 0.243, 0.368, 0.433, 0.319, 0.242, 0.271, 0.345, 0.427, 0.566, -1.464, 0.726, -0.524, 0.614, -0.513, -0.832, -0.155, -0.802, 0.221, 0.431, 0.430, 0.268, 0.483, 0.374, 0.346, 0.341, 0.153],
  "multiplicity": 3,
  "total_charge": 1,
  "homo_energy_ha": [-0.377, -0.381],
  "gap_ev": [6.28, 6.53]
}

Number 1: DFT total energy -510.3419 Ha. Number 2: DFT total energy -2532.6686 Ha. Number 3: DFT total energy -687.6886 Ha. Number 4: DFT total energy -4540.4780 Ha. Number 5: DFT total energy -2344.3802 Ha. Number 6: DFT total energy -7509.3730 Ha.